Formula: C2H9NOS
Source: the Open Molecules 2025 dataset
Level of theory: ωB97M-V/def2-TZVPD

Last column: Mulliken charge in e.
Geometry (Å):
C  -4.2830  0.9951  0.0160  -0.6883
S  -3.9273  1.2595  -1.9023  0.3132
H  -3.2045  0.8604  0.5140  0.3379
H  -4.9683  0.0111  0.2601  0.3561
H  -4.7548  2.0327  0.2956  0.3622
H  -5.1681  0.9228  -2.4159  0.3188
N  3.6591  -0.0489  1.3394  -0.5925
C  3.1355  -0.5526  0.0556  -0.2777
O  2.7470  -1.9321  0.1549  -0.5178
H  4.4698  -0.6436  1.3657  0.2729
H  3.1589  -0.2525  2.2215  0.2527
H  3.8330  -0.5527  -0.6887  0.2914
H  2.3726  0.1290  -0.4228  0.2518
H  2.9302  -2.2282  -0.7933  0.3192

Its multiplicity is 2. The value obtained for the lowest unoccupied orbital energy (spin up / spin down) is -4.9 / -9.6 eV. Its energy relative to the best compared isomer or geometry (same formula, charge and spin) is 2.263 eV. Its expectation value of S² is 0.75. Its total charge is +1. The value obtained for the HOMO-LUMO gap (spin up / spin down) is 6.82 / 2.20 eV. The total energy comes out at -16581.4048 eV.